{"formula": "C29H44BrIrN3P2", "method": "wB97M-V/def2-TZVPD", "symbols": ["C", "C", "C", "C", "N", "C", "C", "C", "C", "C", "C", "C", "C", "C", "Ir", "P", "H", "H", "H", "H", "H", "H", "H", "H", "C", "C", "H", "H", "H", "H", "H", "C", "C", "H", "H", "H", "H", "H", "C", "C", "H", "H", "H", "H", "H", "Br", "P", "C", "C", "H", "H", "H", "H", "H", "C", "C", "H", "H", "H", "H", "H", "C", "C", "H", "H", "H", "H", "H", "C", "N", "C", "C", "N", "C", "H", "H", "H", "H", "H", "H"], "xyz": [[2.40516, 4.37836, -0.69411], [1.50165, 3.61907, -1.49741], [1.60399, 3.69867, -2.91688], [2.63859, 4.48876, -3.45776], [3.50196, 5.13560, -2.67685], [3.41449, 5.10846, -1.34955], [0.48627, 2.91913, -0.84956], [-0.15385, 2.32169, 0.04539], [-1.40729, 2.55678, 0.73889], [-1.83613, 1.42583, 1.46849], [-3.14599, 1.04500, 1.74590], [-4.15800, 1.94554, 1.40224], [-3.83291, 3.26830, 0.97862], [-2.44776, 3.57528, 0.65754], [-0.82158, -1.06159, 1.03254], [1.38872, -0.41059, 0.06176], [0.84840, 3.21571, -3.55945], [2.24817, 4.43844, 0.40008], [2.75327, 4.54470, -4.54759], [4.15771, 5.63399, -0.74018], [-2.26240, 4.62451, 0.28959], [-1.13136, 0.64383, 1.84112], [-4.69184, 3.97674, 0.87644], [-3.43682, 0.02735, 2.09945], [2.15904, -2.13769, 0.18829], [3.45822, -2.53077, -0.53170], [1.34604, -2.82117, -0.12026], [2.28308, -2.26347, 1.27818], [3.70442, -3.58039, -0.27708], [3.39485, -2.48041, -1.63245], [4.28785, -1.88374, -0.20911], [1.80457, 0.02633, -1.72071], [3.20364, 0.53830, -2.12095], [1.03922, 0.77095, -1.97798], [1.59970, -0.88602, -2.30587], [3.28113, 0.57862, -3.22649], [3.40972, 1.55725, -1.75002], [4.00094, -0.13248, -1.76088], [2.44406, 0.76387, 1.03990], [3.95001, 0.46822, 1.12240], [1.98245, 0.76079, 2.04116], [2.25352, 1.76277, 0.61396], [4.45830, 1.24602, 1.71933], [4.15607, -0.50578, 1.59223], [4.40543, 0.46572, 0.12068], [-5.99760, 1.26683, 1.40817], [-1.56016, -1.37288, -1.12093], [-0.49618, -2.39100, -2.29461], [-0.86791, -3.74400, -2.93124], [0.42936, -2.56635, -1.72020], [-0.24237, -1.68210, -3.10113], [0.04377, -4.10760, -3.45068], [-1.15600, -4.50638, -2.19263], [-1.66327, -3.66887, -3.69200], [-2.51684, -2.62483, -0.11730], [-3.93305, -3.06557, -0.49164], [-2.54342, -2.13407, 0.89882], [-1.83305, -3.48479, -0.03469], [-4.30771, -3.64325, 0.37284], [-4.60978, -2.21898, -0.65945], [-3.94459, -3.73056, -1.36727], [-2.48198, -0.27648, -2.29893], [-3.09427, -0.75753, -3.63684], [-1.74541, 0.52054, -2.53931], [-3.25121, 0.22302, -1.67749], [-3.68313, 0.08235, -4.04063], [-2.33072, -1.00758, -4.38969], [-3.77259, -1.61425, -3.52779], [-0.83767, -0.56663, 6.43063], [-0.38366, -1.05547, 5.14920], [-0.06656, -2.36607, 4.73958], [0.09620, -2.34041, 3.39017], [-0.19044, -1.04989, 2.98145], [-0.37485, -0.25496, 4.06471], [-1.64626, -1.18594, 6.82115], [-0.03967, -0.50971, 7.17072], [-1.21162, 0.44585, 6.25982], [0.06931, -3.20998, 5.37754], [0.36133, -3.07930, 2.65539], [-0.46270, 0.84036, 4.13291]], "lowdin_charge": [0.0313, -0.2412, 0.0268, -0.0132, 0.2923, -0.0130, 0.0387, -0.0008, -0.1526, -0.1269, -0.1153, -0.5552, -0.0107, 0.0919, 0.9664, 0.9564, 0.1452, 0.1493, 0.1645, 0.1636, 0.1581, -0.0039, 0.1481, 0.1187, -0.3803, -0.0953, 0.0495, 0.0752, 0.1100, 0.0882, 0.0700, -0.3441, -0.0961, 0.0455, 0.0619, 0.1092, 0.0700, 0.0668, -0.3559, -0.0976, 0.0713, 0.0495, 0.1059, 0.0850, 0.0591, 0.9059, 0.8639, -0.3732, -0.0867, 0.0278, 0.0847, 0.1064, 0.0809, 0.0879, -0.4108, -0.0734, 0.0264, 0.0947, 0.1051, 0.0871, 0.1029, -0.3568, -0.0912, 0.0834, 0.0811, 0.1014, 0.0870, 0.0849, 0.0330, -0.0699, 0.0425, -0.1068, -0.1860, -0.0779, 0.1236, 0.1218, 0.1056, 0.1485, 0.1112, 0.1686], "e_homo_ev": [-16.799, -20.182], "s2": 8.84, "spin_multiplicity": 6, "relative_energy_kcal_mol": 107.1, "total_charge": 4, "e_tot_ev": -126666.6809, "orbital_gap_ev": [3.9, 5.6], "largest_force_ha_per_bohr": 0.0713}